Record 1
An isolated molecule of C20H22N4O5S2. Source: the OMol25 dataset; level of theory: ωB97M-V/def2-TZVPD.

Values from the calculation:
- LUMO energy: 0.389 eV
- SMILES string: O=C(CN1C(=O)CSc2ccc(S(=O)(=O)N3CCOCC3)cc21)NCc1cccnc1
- Energy above the lowest of the compared OMol25 structures with the same formula, charge and spin: 0.0 kJ/mol
- Highest occupied orbital energy: -8.71 eV
- Net charge: 0
- Maximum force: 0.98 eV/Å
- Gap between HOMO and LUMO: 9.10 eV

Bonds (Å) are listed after each position.
Positions of all 53 atoms, in Å:
1 S 1.325 1.257 1.474  O4 1.435, O7 1.433, N8 1.660, C13 1.794
2 S -4.705 2.369 0.036  C16 1.814, C27 1.758
3 O 3.063 2.959 -2.240  C20 1.410, C29 1.407
4 O 1.489 -0.168 1.526  S1 1.435
5 O -1.851 -2.000 -1.288  C23 1.210
6 O -5.350 -1.241 -0.446  C25 1.209
7 O 1.748 2.038 2.598  S1 1.433
8 N 2.151 1.821 0.150  S1 1.660, C22 1.446, C30 1.445
9 N -1.388 -3.399 0.429  C23 1.349, C24 1.454, H38 1.007
10 N -3.395 -0.360 0.271  C15 1.447, C19 1.395, C25 1.369
11 N 2.651 -1.932 -0.811  C14 1.321, C21 1.321
12 C 0.998 -3.476 -0.041  C14 1.389, C24 1.506, C28 1.390
13 C -0.407 1.596 1.149  S1 1.794, C17 1.379, C26 1.382
14 C 1.514 -2.585 -0.974  N11 1.321, C12 1.389, H52 1.083
15 C -2.999 -1.646 0.803  N10 1.447, C23 1.535, H48 1.093, H53 1.096
16 C -4.837 0.991 -1.137  S2 1.814, C25 1.510, H42 1.092, H44 1.088
17 C -1.199 0.538 0.755  C13 1.379, C19 1.393, H47 1.077
18 C 2.913 -2.990 1.306  C21 1.386, C28 1.383, H49 1.078
19 C -2.549 0.731 0.472  N10 1.395, C17 1.393, C27 1.405
20 C 2.954 1.559 -2.110  O3 1.410, C22 1.530, H43 1.090, H51 1.098
21 C 3.329 -2.126 0.306  N11 1.321, C18 1.386, H33 1.081
22 C 1.862 1.173 -1.110  N8 1.446, C20 1.530, H34 1.089, H41 1.101
23 C -2.011 -2.346 -0.140  O5 1.210, N9 1.349, C15 1.535
24 C -0.340 -4.131 -0.264  N9 1.454, C12 1.506, H40 1.093, H45 1.092
25 C -4.576 -0.311 -0.419  O6 1.209, N10 1.369, C16 1.510
26 C -0.916 2.875 1.276  C13 1.382, C31 1.383, H37 1.077
27 C -3.043 2.046 0.512  S2 1.758, C19 1.405, C31 1.390
28 C 1.723 -3.673 1.128  C12 1.390, C18 1.383, H32 1.082
29 C 3.353 3.561 -1.001  O3 1.407, C30 1.531, H39 1.091, H50 1.099
30 C 2.255 3.256 0.021  N8 1.445, C29 1.531, H35 1.101, H36 1.089
31 C -2.236 3.097 0.928  C26 1.383, C27 1.390, H46 1.079
32 H 1.359 -4.353 1.887  C28 1.082
33 H 4.247 -1.561 0.400  C21 1.081
34 H 1.875 0.096 -0.945  C22 1.089
35 H 1.306 3.689 -0.333  C30 1.101
36 H 2.503 3.659 1.002  C30 1.089
37 H -0.288 3.669 1.645  C26 1.077
38 H -1.475 -3.548 1.421  N9 1.007
39 H 3.419 4.634 -1.189  C29 1.091
40 H -0.341 -5.161 0.102  C24 1.093
41 H 0.878 1.486 -1.494  C22 1.101
42 H -4.109 1.145 -1.935  C16 1.092
43 H 2.717 1.175 -3.102  C20 1.090
44 H -5.847 0.991 -1.542  C16 1.088
45 H -0.592 -4.117 -1.327  C24 1.092
46 H -2.664 4.086 0.983  C31 1.079
47 H -0.733 -0.430 0.684  C17 1.077
48 H -2.575 -1.520 1.802  C15 1.093
49 H 3.496 -3.115 2.204  C18 1.078
50 H 4.315 3.192 -0.618  C29 1.099
51 H 3.910 1.137 -1.770  C20 1.098
52 H 0.980 -2.382 -1.894  C14 1.083
53 H -3.909 -2.254 0.858  C15 1.096

Record 2
A cluster of 2 separate species, CH4N4S in total at a distorted geometry. Source: the OMol25 dataset; level of theory: ωB97M-V/def2-TZVPD.

Values from the calculation:
- Spin multiplicity: 3
- LUMO energy (alpha / beta): 0.516 / -0.838 eV
- Energy above the lowest of the compared OMol25 structures with the same formula, charge and spin: 260.1 kJ/mol
- Highest occupied orbital energy (alpha / beta): -5.67 / -9.44 eV
- Expectation value of S²: 2.007
- Net charge: 0
- Maximum force: 8.54 eV/Å
- Gap between HOMO and LUMO (alpha / beta): 6.19 / 8.60 eV

Bonds (Å) are listed after each position.
Positions of all 10 atoms, in Å:
1 S -2.994 -0.276 -0.442  N3 1.576
2 N 0.684 1.055 0.396  N4 1.280, H8 0.978
3 N -2.192 0.947 0.144  S1 1.576, N5 1.127
4 N 0.492 -0.166 0.065  N2 1.280, C6 1.289, H9 1.088
5 N -1.524 1.827 0.367  N3 1.127
6 C 1.292 -1.138 -0.211  N4 1.289, H7 1.067, H10 1.058
7 H 0.820 -1.996 -0.636  C6 1.067
8 H 1.639 1.232 0.509  N2 0.978
9 H -0.528 -0.358 -0.263  N4 1.088
10 H 2.312 -1.128 0.071  C6 1.058

Record 3
An isolated molecule of C19H18N4O3. Source: the OMol25 dataset; level of theory: ωB97M-V/def2-TZVPD.

Values from the calculation:
- LUMO energy: 0.397 eV
- SMILES string: O=C(c1ccc2[nH]c(=O)c(=O)[nH]c2c1)N1CCN(c2ccccc2)CC1
- Energy above the lowest of the compared OMol25 structures with the same formula, charge and spin: 122.5 kJ/mol
- Highest occupied orbital energy: -8.14 eV
- Net charge: 0
- Maximum force: 0.80 eV/Å
- Gap between HOMO and LUMO: 8.54 eV

Bonds (Å) are listed after each position.
Positions of all 44 atoms, in Å:
1 O -3.907 -0.638 -3.631  C19 1.208
2 O 2.899 0.388 -0.523  C13 1.215
3 O -4.477 2.117 -3.940  C23 1.208
4 N 0.722 -1.057 2.448  C10 1.393, C21 1.446, C22 1.445
5 N -2.057 -0.063 -2.487  C14 1.379, C19 1.368, H33 1.015
6 N -2.622 2.574 -2.757  C8 1.381, C23 1.369, H35 1.014
7 N 1.945 0.964 1.438  C13 1.357, C25 1.448, C26 1.442
8 C -1.488 2.218 -2.053  N6 1.381, C9 1.391, C14 1.401
9 C -0.639 3.163 -1.485  C8 1.391, C16 1.382, H32 1.080
10 C 0.465 -1.844 1.328  N4 1.393, C20 1.397, C24 1.400
11 C -0.143 -3.448 -0.895  C12 1.386, C18 1.384, H31 1.079
12 C -1.158 -2.888 -0.136  C11 1.386, C24 1.381, H44 1.081
13 C 1.968 0.880 0.084  O2 1.215, N7 1.357, C17 1.499
14 C -1.197 0.855 -1.920  N5 1.379, C8 1.401, C15 1.388
15 C -0.064 0.456 -1.224  C14 1.388, C17 1.386, H30 1.078
16 C 0.476 2.757 -0.775  C9 1.382, C17 1.392, H37 1.079
17 C 0.760 1.401 -0.634  C13 1.499, C15 1.386, C16 1.392
18 C 1.172 -3.230 -0.521  C11 1.384, C20 1.383, H27 1.080
19 C -3.199 0.231 -3.181  O1 1.208, N5 1.368, C23 1.522
20 C 1.477 -2.442 0.573  C10 1.397, C18 1.383, H40 1.077
21 C -0.034 0.161 2.642  N4 1.446, C26 1.555, H41 1.096, H42 1.088
22 C 2.062 -0.922 2.969  N4 1.445, C25 1.552, H38 1.095, H39 1.089
23 C -3.510 1.712 -3.341  O3 1.208, N6 1.369, C19 1.522
24 C -0.861 -2.107 0.964  C10 1.400, C12 1.381, H28 1.080
25 C 2.874 0.155 2.201  N7 1.448, C22 1.552, H29 1.095, H43 1.091
26 C 0.814 1.394 2.222  N7 1.442, C21 1.555, H34 1.095, H36 1.089
27 H 1.976 -3.665 -1.095  C18 1.080
28 H -1.673 -1.712 1.556  C24 1.080
29 H 3.432 0.790 2.896  C25 1.095
30 H 0.174 -0.593 -1.145  C15 1.078
31 H -0.375 -4.054 -1.758  C11 1.079
32 H -0.859 4.213 -1.603  C9 1.080
33 H -1.835 -1.047 -2.376  N5 1.015
34 H 1.207 1.907 3.106  C26 1.095
35 H -2.826 3.561 -2.868  N6 1.014
36 H 0.208 2.098 1.655  C26 1.089
37 H 1.134 3.493 -0.341  C16 1.079
38 H 1.961 -0.629 4.020  C22 1.095
39 H 2.564 -1.888 2.940  C22 1.089
40 H 2.515 -2.280 0.813  C20 1.077
41 H -0.317 0.245 3.698  C21 1.096
42 H -0.942 0.126 2.044  C21 1.088
43 H 3.572 -0.286 1.489  C25 1.091
44 H -2.192 -3.067 -0.394  C12 1.081

The lowest maximum force belongs to which entry?
C19H18N4O3